[1]
Computed, not measured: a structure of composition C9H14AgNO2S2, with the ωB97M-V functional and the def2-TZVPD basis.

Geometry as XYZ:
```
29
C9H14AgNO2S2 the ωB97M-V functional and the def2-TZVPD basis
Ag 0.82910 0.50600 -0.17560
S -1.46010 2.10660 -0.71910
S 2.71750 -1.00430 -0.16350
O -0.19300 -1.69860 -0.38340
O -0.34200 1.82460 -1.65200
N 0.59250 -2.35440 -1.17530
C -2.12750 3.72560 -1.30750
C 0.78040 -3.97970 -2.90500
C 2.68450 -2.71770 -2.24430
C -2.84330 1.01800 -1.26900
C -2.93160 4.34360 -0.18630
C 1.93100 -2.07840 -1.25770
C 0.05450 -3.31660 -1.94770
C -2.83200 0.79940 -2.76570
C 2.12160 -3.64810 -3.08440
H -3.47960 -0.03480 -3.02810
H -3.21860 5.35920 -0.44260
H 0.30490 -4.73620 -3.50790
H 2.70820 -4.11100 -3.86110
H -2.33980 4.37900 0.72520
H -0.99560 -3.50500 -1.77300
H 3.72320 -2.43610 -2.31370
H -1.24680 4.32230 -1.53960
H -3.83350 3.76990 0.01120
H -3.16500 1.68530 -3.30440
H -2.71430 3.57700 -2.20960
H -1.82040 0.55680 -3.08960
H -2.68060 0.07860 -0.74140
H -3.75810 1.48290 -0.90770
```

For the HOMO energy, the calculation gives -7.25 eV. The calculation puts the molar mass at 340.22 g/mol. The energy is -1499.8340 Ha.

Mulliken atomic charges, in units of e: 0.279, 0.670, -0.484, -0.768, -0.763, 0.509, -0.431, -0.660, -0.717, -0.445, -1.072, 0.515, -0.185, -1.123, -0.164, 0.364, 0.366, 0.370, 0.376, 0.321, 0.404, 0.385, 0.385, 0.279, 0.322, 0.235, 0.291, 0.390, 0.350

[2]
Computed, not measured: a structure of composition C9H14AlN2O5, with the ωB97M-V functional and the def2-TZVPD basis.

Geometry as XYZ:
```
31
C9H14AlN2O5 the ωB97M-V functional and the def2-TZVPD basis
Al -0.00557 0.00015 -2.22020
O 0.00227 -3.25042 -2.61933
O 3.25365 0.00828 -2.83323
O -3.26011 -0.00916 -2.86170
O -0.00366 0.00030 -0.38603
O -0.00194 3.25057 -2.61913
N -1.21842 0.07783 1.48958
N 1.19518 -0.07546 1.50197
C -2.12244 -0.00882 -2.67332
C -0.01044 2.09739 -2.58096
C -2.37867 0.14881 0.59923
C 2.36432 -0.14786 0.61782
C -0.01113 0.00106 0.92093
C -1.50456 0.09442 2.91648
C 2.11276 0.00830 -2.67209
C 1.51998 -0.09480 2.91608
C 0.00210 -2.09702 -2.58248
H 0.65574 -0.04171 3.56874
H -2.58975 0.16254 3.02394
H -1.17688 -0.82184 3.42552
H -1.06477 0.96182 3.42649
H 2.07950 -1.00735 3.14561
H 2.18731 0.74207 3.14629
H -0.00316 0.39097 -4.50596
H 3.25977 -0.21373 1.24836
H -3.26775 0.21540 1.23220
H -0.00194 -0.39088 -4.50610
H -2.33065 1.03462 -0.04332
H -2.45378 -0.74652 -0.02692
H 2.32538 -1.03336 -0.03125
H 2.44764 0.74439 -0.01720
```

For the HOMO energy, the calculation gives -19.20 eV. The net charge is +3. The calculation puts the molar mass at 257.20 g/mol. The energy is -1078.3375 Ha.

Mulliken atomic charges, in units of e: 0.911, 0.006, -0.025, -0.027, -1.056, 0.005, -0.036, 0.001, 0.419, 0.452, -0.579, -0.810, 0.822, -1.132, 0.403, -1.020, 0.448, 0.332, 0.328, 0.434, 0.434, 0.390, 0.389, 0.169, 0.401, 0.317, 0.171, 0.205, 0.196, 0.230, 0.221

[3]
Computed, not measured: a cluster of 2 separate species, C9H14F2O2 in total, with the ωB97M-V functional and the def2-TZVPD basis.

Geometry as XYZ:
```
27
C9H14F2O2 the ωB97M-V functional and the def2-TZVPD basis
F -1.68136 1.96880 -1.64478
F -2.05817 -2.04653 0.47694
O -1.91090 2.55268 0.44818
O -3.78000 -0.58316 0.38402
C -2.65897 -0.87959 0.25884
C -0.67270 0.54842 2.54770
C -1.47792 1.74268 -0.34286
C -0.16995 -0.22530 -1.31362
C 1.28473 1.49551 1.19394
C -0.69176 0.53298 -0.05841
C 0.89955 -1.26601 -1.05607
C -1.33258 -0.91948 -2.12041
C 0.06078 0.45756 1.23133
H -1.48052 -1.90699 -1.62897
H -2.31341 -0.41042 -1.93424
H 0.53916 -2.17784 -0.66172
H 1.24065 1.98378 0.15637
H 0.49152 -0.64531 1.22566
H 1.75617 -0.85049 -0.52186
H 2.20790 1.00973 1.25836
H 1.22239 2.22897 2.07944
H -1.64845 -0.06358 2.50716
H 1.01577 -1.62488 -2.11543
H -1.13253 -1.20293 -3.20921
H -1.05053 1.61371 2.65007
H 0.06104 0.36070 3.25184
H 0.22776 0.52886 -2.04268
```

For the HOMO energy (spin up / spin down), the calculation gives -9.13 / -9.26 eV. The calculation puts the molar mass at 192.21 g/mol. The energy is -701.4212 Ha.

Mulliken atomic charges, in units of e: -0.264, -0.192, -0.526, -0.422, 0.322, -1.686, 0.693, 0.839, -1.331, -0.204, -1.748, -1.545, 0.767, 0.428, 0.410, 0.386, 0.326, 0.353, 0.365, 0.360, 0.363, 0.273, 0.453, 0.334, 0.295, 0.540, 0.410

[4]
Computed, not measured: a structure of composition C9H14KN4O2S, with the ωB97M-V functional and the def2-TZVPD basis.

Geometry as XYZ:
```
31
C9H14KN4O2S the ωB97M-V functional and the def2-TZVPD basis
K 2.56178 1.24971 -1.89206
S 1.95593 3.99588 -0.84446
O 1.57790 -5.37662 3.37936
O 1.74735 -3.86831 0.15945
N 0.58651 -0.02580 -0.47742
N -0.05079 4.81344 -2.34072
N 0.21248 -4.24021 1.79467
N -0.64326 3.91834 -0.32007
C -1.41696 4.98262 -2.80749
C 0.79641 -3.49682 0.82385
C -1.06294 -1.73219 0.99071
C 0.33014 4.26278 -1.19341
C -0.62931 0.36857 -0.06109
C 0.18835 -2.14547 0.57687
C 0.97064 -1.25600 -0.14886
C -1.48037 -0.44586 0.66347
C 0.76550 -5.50641 2.22654
H 0.71474 5.06894 -2.93789
H -0.92997 1.37963 -0.33270
H -1.55926 4.33367 -0.38444
H -1.72599 -2.40066 1.53829
H -0.31136 3.65426 0.58797
H -1.95032 4.02804 -2.83420
H 1.94198 -1.61577 -0.48931
H -0.05844 -6.16516 2.49201
H -1.98447 5.69293 -2.19485
H -1.37509 5.36719 -3.81547
H 2.43858 -5.05365 3.10280
H 1.29539 -5.91894 1.37776
H -0.44880 -3.79623 2.41428
H -2.45635 -0.07190 0.94642
```

For the HOMO energy, the calculation gives -11.86 eV. The net charge is +1. The calculation puts the molar mass at 281.40 g/mol. The energy is -1718.8595 Ha.

Mulliken atomic charges, in units of e: 0.894, -0.468, -0.527, -0.662, -0.265, -0.156, -0.129, -0.362, -0.994, 0.427, -0.260, 0.306, -0.299, 0.352, -0.132, -0.800, -0.485, 0.265, 0.370, 0.178, 0.418, 0.283, 0.334, 0.423, 0.327, 0.327, 0.337, 0.328, 0.374, 0.208, 0.387

[5]
Computed, not measured: a structure of composition C9H14MnO4, with the ωB97M-V functional and the def2-TZVPD basis.

Geometry as XYZ:
```
28
C9H14MnO4 the ωB97M-V functional and the def2-TZVPD basis
Mn 1.72957 -3.96006 0.18354
O 1.90362 -1.91856 1.84939
O -1.57460 -1.73934 -2.15596
O -0.16456 -0.09936 -1.53132
O 0.34700 -0.54276 1.18582
C -1.79112 -0.58799 -0.00866
C -0.52159 1.21687 -1.02085
C 1.80852 -1.63258 -0.42927
C 1.31848 -1.35147 0.97151
C -1.79435 0.94431 -0.18902
C 0.68903 2.38219 1.00610
C -1.22789 -0.95495 -1.39496
C -0.96430 -1.18584 1.09779
C 0.61935 2.12001 -0.51461
H 1.37026 1.69663 1.50144
H -0.84431 1.73328 -1.92649
H -2.60542 1.08388 -0.91075
H 0.61337 3.05058 -1.06765
H 2.60992 -2.42526 -0.34165
H -1.45111 -1.01666 2.05454
H 1.00584 -1.91747 -1.13857
H 2.30207 -0.76239 -0.87598
H -2.83551 -0.83616 0.18266
H -0.27376 2.40351 1.50845
H 1.55163 1.60997 -0.78306
H -2.07724 1.59374 0.63174
H -0.85949 -2.27862 0.97541
H 1.11660 3.37448 1.14043
```

For the HOMO energy (spin up / spin down), the calculation gives -16.66 / -16.65 eV. The expectation value of S² is 8.7530. The net charge is +2. The spin multiplicity is 6. The calculation puts the molar mass at 241.15 g/mol. The energy is -1802.4604 Ha.

Mulliken atomic charges, in units of e: 1.245, -0.553, -0.440, -0.446, -0.134, 0.531, 0.227, -1.485, 0.816, -1.087, -1.045, -0.060, -0.675, -0.640, 0.238, 0.545, 0.431, 0.471, 0.803, 0.498, 0.686, 0.210, 0.570, 0.243, 0.090, 0.359, 0.198, 0.407

Look up the energy of the fifth one.
-1802.4604 Ha